Arrangement a

Here is one molecule with the formula C4H7NO2S from the Open Molecules 2025 dataset. Energies are from wB97M-V/def2-TZVPD.

Each line ends with the Mulliken charge.
Geometry (Å):
C (-2.98, -0.17, -0.21)  -0.6064
C (-1.71, -0.04, -0.52)  -0.2540
C (-0.53, -0.36, 0.33)  0.7208
C (1.83, 0.23, 0.51)  -0.1941
N (0.50, 0.42, -0.08)  -0.1394
O (-0.60, -1.07, 1.33)  -0.6191
O (2.51, 1.41, 0.35)  -0.4891
S (2.79, -1.00, -0.47)  -0.2231
H (-3.81, 0.13, -0.88)  0.2600
H (-3.31, -0.51, 0.83)  0.2349
H (-1.44, 0.60, -1.37)  0.1202
H (1.85, 0.10, 1.52)  0.4372
H (0.48, 0.79, -0.97)  0.2865
H (2.30, 1.63, -0.52)  0.2973
H (2.12, -2.17, 0.16)  0.1683

- SMILES: C=CC(=O)N[C@H](O)S
- Multiplicity: 1
- HOMO-LUMO gap: 9.90 eV



Arrangement b

Here is a 2-piece molecular cluster, C4H7NO2S overall from the Open Molecules 2025 dataset. Energies are from wB97M-V/def2-TZVPD.

Each line ends with the Mulliken charge.
Geometry (Å):
C (-1.36, -1.55, -1.77)  0.9088
C (1.47, 0.01, 0.79)  -0.5711
C (0.86, 1.26, 1.45)  -0.5022
C (-1.98, -1.36, -0.64)  -0.9496
N (0.94, 0.28, -0.53)  -0.3257
O (-0.68, -1.75, -2.69)  -0.4067
O (-1.20, 1.70, -0.27)  -0.5140
S (0.23, 1.85, -0.26)  0.4053
H (2.45, -0.28, 0.72)  0.4226
H (0.79, -0.89, 1.16)  0.1300
H (0.09, 0.98, 2.14)  0.2856
H (1.57, 1.95, 1.82)  0.3739
H (1.44, 0.33, -1.46)  0.2999
H (-2.97, -1.65, -0.72)  0.2621
H (-1.62, -0.89, 0.24)  0.1812

- Multiplicity: 1
- HOMO-LUMO gap: 9.42 eV



Arrangement c

Here is C4H7NO2S as an isolated structure from the Open Molecules 2025 dataset. Energies are from wB97M-V/def2-TZVPD.

Each line ends with the Mulliken charge.
Geometry (Å):
C (-1.44, 0.18, 1.21)  -0.8713
C (-0.96, -0.30, -0.21)  0.3601
C (1.10, -1.28, -0.62)  -0.4111
C (0.79, 1.49, -0.37)  0.0183
H (-0.53, 1.08, 1.63)  0.2366
H (-1.63, -0.80, 1.80)  0.2918
H (-2.52, 0.82, 1.15)  0.2737
H (-1.74, -0.71, -1.01)  0.2750
H (1.42, -2.38, -0.80)  0.2604
H (1.06, -0.79, -1.68)  0.3220
H (0.74, 2.57, -0.78)  0.3198
N (1.97, 1.16, 0.12)  -0.3522
O (-0.21, -1.35, -0.19)  -0.3326
O (-0.23, 0.74, -0.86)  -0.3877
S (2.17, -0.44, 0.62)  -0.0028

- Multiplicity: 1
- HOMO-LUMO gap: 9.34 eV



Q: Which of them is the least stable? A: arrangement c.



Arrangement a

Here is one molecule with the formula C5H12O from the Open Molecules 2025 dataset. Energies are from wB97M-V/def2-TZVPD.

Each line ends with the Mulliken charge.
Geometry (Å):
C (-0.38, -0.22, -1.81)  -1.4046
C (0.40, -0.15, -0.49)  0.8780
C (1.41, -1.30, -0.41)  -1.5453
C (-0.46, -0.15, 0.78)  -0.7169
C (-1.10, 1.18, 1.21)  -0.5669
O (-0.38, 1.63, 2.37)  -0.5595
H (-1.09, 0.61, -1.92)  0.3335
H (-0.95, -1.16, -1.89)  0.3386
H (0.30, -0.18, -2.67)  0.3812
H (0.97, 0.79, -0.50)  0.1404
H (0.91, -2.27, -0.40)  0.3295
H (2.00, -1.23, 0.51)  0.3816
H (2.10, -1.29, -1.26)  0.3994
H (-1.17, -0.99, 0.77)  0.3967
H (0.18, -0.25, 1.66)  0.3304
H (-2.14, 1.06, 1.54)  0.2971
H (-1.08, 1.96, 0.44)  0.2776
H (0.48, 1.97, 2.08)  0.3090

- SMILES: CC(C)CCO
- Multiplicity: 1
- HOMO-LUMO gap: 11.29 eV



Arrangement b

Here is a 2-piece molecular cluster, C5H12O overall from the Open Molecules 2025 dataset. Energies are from wB97M-V/def2-TZVPD.

Each line ends with the Mulliken charge.
Geometry (Å):
C (0.16, 2.15, 1.38)  -1.2489
C (-0.37, 1.22, 0.28)  -0.2628
C (0.73, 0.33, -0.29)  -0.3878
C (0.24, -0.57, -1.40)  -0.2517
C (0.54, -1.86, -1.53)  -0.8227
O (-1.67, -2.18, 0.76)  -0.6761
H (0.99, 2.76, 1.00)  0.3070
H (-0.61, 2.83, 1.74)  0.3488
H (0.53, 1.57, 2.23)  0.3218
H (-0.81, 1.82, -0.52)  0.3229
H (-1.18, 0.59, 0.68)  0.2788
H (1.54, 0.96, -0.69)  0.3353
H (1.17, -0.28, 0.51)  0.2517
H (-1.32, -1.98, -0.12)  0.3430
H (-0.41, -0.10, -2.14)  0.2456
H (1.19, -2.36, -0.80)  0.3042
H (0.17, -2.47, -2.35)  0.2748
H (-0.88, -2.43, 1.26)  0.3160

- SMILES: C=CCCC.O
- Multiplicity: 1
- HOMO-LUMO gap: 11.03 eV



Q: Which of them is the least stable? A: arrangement b.



Arrangement a

Here is a 2-piece molecular cluster, C5H12O overall from the Open Molecules 2025 dataset. Energies are from wB97M-V/def2-TZVPD.

Each line ends with the Mulliken charge.
Geometry (Å):
C (-0.56, -0.98, -0.28)  -1.0003
C (-0.29, 0.31, -1.01)  0.4657
C (0.69, 0.33, -2.16)  -1.5347
C (0.12, 1.07, 0.24)  -0.4425
C (-0.94, 0.48, 1.10)  -0.6625
O (-1.13, -1.56, 2.37)  -0.7460
H (-1.24, -1.69, -0.81)  0.3246
H (-0.97, -1.44, 1.41)  0.3673
H (0.37, -1.55, -0.08)  0.3565
H (-1.27, 0.69, -1.33)  0.2189
H (1.67, -0.03, -1.83)  0.3247
H (0.80, 1.36, -2.50)  0.3732
H (0.35, -0.28, -2.99)  0.3874
H (1.08, 0.67, 0.60)  0.2445
H (0.17, 2.16, 0.22)  0.3468
H (-1.98, 0.71, 0.85)  0.3528
H (-0.80, 0.68, 2.19)  0.3073
H (-2.09, -1.47, 2.42)  0.3162

- Multiplicity: 1
- HOMO-LUMO gap: 9.99 eV



Arrangement b

Here is a 2-piece molecular cluster, C5H12O overall from the Open Molecules 2025 dataset. Energies are from wB97M-V/def2-TZVPD.

Each line ends with the Mulliken charge.
Geometry (Å):
C (0.97, -1.23, 0.10)  -0.0499
C (0.52, 0.03, -0.01)  -0.1282
C (2.42, -1.62, -0.11)  -1.0992
C (-1.29, 0.84, 1.60)  -1.1860
C (-0.97, 0.42, 0.18)  -0.0143
H (0.26, -2.04, 0.30)  0.3180
H (1.27, 0.77, -0.31)  0.2889
H (2.53, -2.67, -0.44)  0.3196
H (3.01, -1.48, 0.82)  0.2475
H (2.84, -0.97, -0.89)  0.3142
H (-1.32, -0.07, 2.23)  0.3177
H (-2.24, 1.39, 1.74)  0.3468
H (-0.46, 1.48, 1.94)  0.3073
H (-1.26, 1.27, -0.47)  -0.0206
H (-1.70, -0.40, 0.00)  0.3077
O (-1.21, 1.54, -2.45)  -0.7192
H (-1.30, 1.60, -1.47)  0.1455
H (-2.06, 1.16, -2.76)  0.3041

- SMILES: C/C=C/CC.O
- Multiplicity: 1
- HOMO-LUMO gap: 10.30 eV



Arrangement c

Here is one molecule with the formula C5H12O from the Open Molecules 2025 dataset. Energies are from wB97M-V/def2-TZVPD.

Each line ends with the Mulliken charge.
Geometry (Å):
C (0.16, 2.28, -1.33)  -1.2447
C (-0.19, 1.51, -0.05)  -0.2604
C (0.58, 0.20, 0.02)  -0.4563
C (0.28, -0.68, 1.24)  -0.5632
O (0.52, -2.04, 0.95)  -0.3701
C (-0.55, -2.66, 0.29)  -0.6667
H (1.21, 2.59, -1.31)  0.3080
H (-0.45, 3.18, -1.45)  0.3491
H (0.01, 1.65, -2.21)  0.3317
H (-1.27, 1.30, -0.04)  0.3011
H (0.02, 2.13, 0.83)  0.2740
H (0.35, -0.38, -0.89)  0.2792
H (1.66, 0.39, -0.03)  0.2726
H (0.94, -0.43, 2.08)  0.3168
H (-0.76, -0.52, 1.59)  0.3266
H (-0.16, -3.50, -0.29)  0.2436
H (-1.06, -1.98, -0.41)  0.3085
H (-1.30, -3.03, 1.01)  0.2503

- SMILES: CCCCOC
- Multiplicity: 1
- HOMO-LUMO gap: 10.78 eV



Q: Which of them is the least stable? A: arrangement a.



Arrangement a

Here is one molecule with the formula C5H12O from the Open Molecules 2025 dataset. Energies are from wB97M-V/def2-TZVPD.

Each line ends with the Mulliken charge.
Geometry (Å):
C (-0.12, -0.73, 1.33)  -1.7191
C (0.24, -0.07, 0.00)  1.8821
C (1.30, -0.65, -0.71)  -1.5699
C (0.59, 1.46, 0.27)  -1.5757
C (-1.04, -0.26, -0.80)  -0.9180
H (0.68, -0.65, 2.16)  0.3063
H (-0.39, -1.74, 1.25)  0.4323
H (-1.01, -0.33, 1.81)  0.4242
H (0.92, -1.65, -1.05)  0.3619
H (1.50, 0.01, -1.59)  0.3834
H (2.37, -0.73, -0.23)  0.2940
H (1.35, 1.49, 1.09)  0.3482
H (1.00, 1.89, -0.67)  0.3955
H (-0.19, 2.16, 0.53)  0.3245
H (-1.10, 0.47, -1.71)  0.3934
H (-1.08, -1.26, -1.06)  0.4104
H (-2.86, 0.46, -0.66)  0.3286
O (-2.15, 0.14, 0.02)  -0.5020

- SMILES: CC(C)(C)CO
- Multiplicity: 1
- HOMO-LUMO gap: 11.11 eV



Arrangement b

Here is one molecule with the formula C5H12O from the Open Molecules 2025 dataset. Energies are from wB97M-V/def2-TZVPD.

Each line ends with the Mulliken charge.
Geometry (Å):
C (-0.97, -1.90, 0.31)  -1.1734
C (-1.32, -0.43, 0.13)  -0.4964
C (-0.11, 0.41, -0.27)  0.3654
C (-0.46, 1.89, -0.47)  -1.4291
O (0.87, 0.29, 0.76)  -0.3609
C (2.17, 0.08, 0.28)  -0.7136
H (-0.57, -2.32, -0.63)  0.2930
H (-0.20, -2.02, 1.08)  0.2553
H (-1.84, -2.49, 0.60)  0.3796
H (-1.72, -0.02, 1.07)  0.3203
H (-2.10, -0.30, -0.63)  0.3275
H (0.30, 0.01, -1.21)  0.3607
H (-1.22, 2.01, -1.25)  0.3703
H (0.43, 2.46, -0.75)  0.3373
H (-0.85, 2.30, 0.47)  0.3307
H (2.83, 0.05, 1.16)  0.2480
H (2.25, -0.88, -0.25)  0.2957
H (2.51, 0.88, -0.39)  0.2897

- SMILES: CC[C@@H](C)OC
- Multiplicity: 1
- HOMO-LUMO gap: 10.82 eV



Arrangement c

Here is one molecule with the formula C5H12O from the Open Molecules 2025 dataset. Energies are from wB97M-V/def2-TZVPD.

Each line ends with the Mulliken charge.
Geometry (Å):
C (-0.98, 2.03, 1.63)  -0.6785
O (-0.92, 1.29, 0.45)  -0.3051
C (0.08, 0.31, 0.58)  -0.7250
C (0.35, -0.34, -0.78)  0.7783
C (-0.82, -1.16, -1.36)  -1.4210
C (1.59, -1.21, -0.68)  -1.5109
H (0.06, 2.28, 1.93)  0.3028
H (-1.43, 1.45, 2.45)  0.2778
H (-1.59, 2.91, 1.42)  0.2424
H (0.96, 0.84, 1.03)  0.3848
H (-0.21, -0.45, 1.33)  0.3235
H (0.53, 0.48, -1.49)  0.1633
H (-1.73, -0.56, -1.52)  0.3363
H (-0.52, -1.57, -2.33)  0.3828
H (-1.08, -2.01, -0.72)  0.3288
H (2.44, -0.63, -0.30)  0.3773
H (1.41, -2.05, 0.01)  0.3390
H (1.85, -1.63, -1.65)  0.4031

- SMILES: COCC(C)C
- Multiplicity: 1
- HOMO-LUMO gap: 10.93 eV



Q: Which of them is the least stable? A: arrangement a.



Arrangement a

Here is a 3-piece molecular cluster, C4H12O3S overall from the Open Molecules 2025 dataset. Energies are from wB97M-V/def2-TZVPD.

Each line ends with the Mulliken charge.
Geometry (Å):
O (3.15, 1.47, -0.83)  -0.4592
C (2.29, 0.76, -1.27)  -0.0532
C (1.55, -0.25, -0.44)  -0.5473
C (0.02, -0.03, -0.39)  -0.4330
C (-0.44, 0.44, 0.98)  -0.8489
S (-0.34, 2.26, 1.18)  -0.1994
H (1.97, 0.80, -2.33)  0.3349
H (1.95, -0.26, 0.58)  0.2999
H (1.78, -1.27, -0.79)  0.3655
H (-0.31, 0.67, -1.17)  0.3814
H (-0.46, -0.97, -0.65)  0.3141
H (0.08, -0.02, 1.82)  0.3974
H (-1.49, 0.24, 1.14)  0.3403
H (1.00, 2.34, 1.27)  0.1067
H (-0.49, -7.22, 1.49)  0.3251
H (-0.15, -5.77, 1.16)  0.3149
O (0.20, -6.55, 1.61)  -0.6400
H (-2.86, 3.90, -1.09)  0.3185
H (-4.07, 4.82, -0.82)  0.3221
O (-3.37, 4.64, -1.47)  -0.6395

- SMILES: O=CCCCS.O.O
- Multiplicity: 1
- HOMO-LUMO gap: 9.75 eV



Arrangement b

Here is a 3-piece molecular cluster, C4H12O3S overall from the Open Molecules 2025 dataset. Energies are from wB97M-V/def2-TZVPD.

Each line ends with the Mulliken charge.
Geometry (Å):
O (-2.51, 1.14, 1.40)  -0.4484
C (-2.28, 0.93, 0.24)  -0.0086
C (-0.89, 0.76, -0.30)  -0.6366
C (-0.41, -0.66, 0.03)  -0.8467
C (0.18, -0.74, 1.43)  -0.4904
S (0.39, -2.43, 2.05)  -0.2366
H (-3.11, 0.79, -0.48)  0.3471
H (-0.23, 1.52, 0.12)  0.3181
H (-0.82, 1.02, -1.37)  0.3329
H (-1.20, -1.37, -0.19)  0.5071
H (0.38, -0.91, -0.66)  0.3583
H (-0.38, -0.16, 2.18)  0.3775
H (1.17, -0.31, 1.38)  0.3349
H (-0.34, -3.08, 1.13)  0.0868
H (1.56, 5.30, -2.13)  0.3161
H (1.75, 6.65, -1.40)  0.3244
O (1.63, 6.26, -2.28)  -0.6406
H (1.90, -4.17, -0.53)  0.3214
H (1.32, -5.42, 0.05)  0.3122
O (1.89, -5.13, -0.68)  -0.6289

- SMILES: O=CCCCS.O.O
- Multiplicity: 1
- HOMO-LUMO gap: 9.80 eV



Q: Which of them is the least stable? A: arrangement b.



Arrangement a

Here is one molecule with the formula C5H6O2 from the Open Molecules 2025 dataset. Energies are from wB97M-V/def2-TZVPD.

Each line ends with the Mulliken charge.
Geometry (Å):
C (0.99, -1.48, -0.40)  -1.0435
C (-0.23, -0.84, 0.20)  0.4164
O (0.47, 0.57, 1.50)  -0.5422
C (0.01, 1.73, 1.02)  0.5168
O (0.21, 2.87, 1.41)  -0.5866
C (-0.84, 1.47, -0.20)  -0.4014
C (-0.91, 0.19, -0.55)  -0.4559
H (1.67, -1.47, 0.44)  0.3125
H (0.87, -2.53, -0.74)  0.3659
H (1.40, -0.88, -1.22)  0.3322
H (-0.94, -1.58, 0.62)  0.3127
H (-1.29, 2.30, -0.72)  0.4141
H (-1.39, -0.34, -1.37)  0.3590

- Multiplicity: 1
- HOMO-LUMO gap: 9.35 eV



Arrangement b

Here is C5H6O2 as an isolated structure from the Open Molecules 2025 dataset. Energies are from wB97M-V/def2-TZVPD.

Each line ends with the Mulliken charge.
Geometry (Å):
O (1.17, 2.07, 0.61)  -0.5540
C (0.69, 1.01, 0.28)  0.4129
C (1.52, -0.21, -0.12)  -0.3902
O (0.71, -1.10, -0.86)  -0.3720
C (-0.49, -0.49, -1.07)  -0.2985
C (-1.36, -0.42, 0.72)  -0.9388
C (-0.76, 0.72, 0.09)  0.1813
H (1.89, -0.73, 0.77)  0.2710
H (2.37, 0.09, -0.73)  0.3099
H (-1.10, -1.02, -1.81)  0.4088
H (-0.81, -1.08, 1.37)  0.2644
H (-2.44, -0.43, 0.87)  0.2992
H (-1.39, 1.60, -0.13)  0.4059

- Multiplicity: 1
- HOMO-LUMO gap: 8.89 eV



Q: Which of them is the least stable? A: arrangement b.